{
  "formula": "C23H78N10O16",
  "method": "ωB97M-V/def2-TZVPD",
  "species": ["C", "C", "O", "H", "H", "H", "H", "H", "H", "C", "C", "O", "H", "H", "H", "H", "H", "H", "C", "C", "O", "H", "H", "H", "H", "H", "H", "C", "C", "O", "H", "H", "H", "H", "H", "H", "C", "C", "O", "H", "H", "H", "H", "H", "H", "C", "C", "O", "H", "H", "H", "H", "H", "H", "C", "C", "O", "H", "H", "H", "H", "H", "H", "C", "O", "N", "N", "H", "H", "H", "H", "C", "O", "N", "N", "H", "H", "H", "H", "C", "O", "N", "N", "H", "H", "H", "H", "C", "O", "N", "N", "H", "H", "H", "H", "C", "O", "N", "N", "H", "H", "H", "H", "C", "O", "H", "H", "H", "H", "C", "O", "H", "H", "H", "H", "C", "O", "H", "H", "H", "H", "C", "O", "H", "H", "H", "H"],
  "positions_angstrom": [[4.118574, -4.223280, -2.474456], [3.641078, -3.462732, -1.276672], [2.620236, -2.539076, -1.654818], [4.452835, -3.569884, -3.285130], [3.364630, -4.866897, -2.876604], [4.904102, -4.877397, -2.186538], [4.514543, -2.851464, -1.068220], [3.303682, -3.999373, -0.433377], [2.406243, -2.061886, -0.852770], [1.456566, 3.719825, 2.992634], [0.735012, 2.775882, 3.974248], [1.666359, 2.467882, 4.933550], [2.376211, 3.327012, 2.491186], [1.930570, 4.509063, 3.534547], [0.834542, 4.081730, 2.234371], [0.519554, 1.884271, 3.430534], [-0.167822, 3.283632, 4.400776], [1.444361, 1.618970, 5.311018], [-0.766486, 1.179022, 0.705564], [-0.688697, 0.260674, -0.545498], [0.649407, 0.195819, -1.060599], [-1.714001, 1.199746, 1.114937], [-0.585926, 2.198425, 0.455725], [0.015012, 0.881985, 1.448753], [-1.507898, 0.526282, -1.287848], [-0.973953, -0.769921, -0.357839], [0.580006, -0.315241, -1.902316], [-3.249555, -2.944907, -1.373502], [-4.591571, -2.866940, -0.632289], [-5.463442, -2.084750, -1.451138], [-2.696812, -2.020080, -1.537534], [-3.221730, -3.463054, -2.319011], [-2.557392, -3.610952, -0.891224], [-4.446519, -2.323768, 0.297159], [-5.005540, -3.872610, -0.436834], [-5.120866, -1.200314, -1.375840], [2.741322, 1.323398, -3.580596], [2.774300, -0.142073, -3.944398], [3.063547, -0.151205, -5.315414], [3.671534, 1.860198, -3.887299], [2.644567, 1.457727, -2.501335], [1.875110, 1.867351, -4.016849], [1.831009, -0.651329, -3.666820], [3.569625, -0.594781, -3.337446], [2.482724, 0.495890, -5.749698], [-2.041880, 4.637259, 1.800554], [-2.617894, 3.585579, 2.714453], [-3.875253, 3.116038, 2.171362], [-1.187111, 5.265427, 2.270474], [-2.811940, 5.271258, 1.485085], [-1.599896, 4.124463, 0.922016], [-2.650444, 4.021222, 3.746841], [-2.010506, 2.724574, 2.839319], [-3.691382, 2.177653, 1.966120], [2.386311, 3.203190, -0.260026], [1.410315, 3.907305, -1.256175], [2.133876, 4.954876, -1.897139], [1.890104, 2.412044, 0.272523], [2.761812, 3.880993, 0.569101], [3.273765, 2.848182, -0.769257], [0.575856, 4.300665, -0.653405], [0.918349, 3.211122, -1.903701], [3.083462, 4.626108, -1.874125], [-4.752908, 0.670020, 0.568159], [-4.062277, 0.072276, -0.448856], [-4.404828, 0.441317, 1.759224], [-5.697569, 1.502656, 0.459049], [-3.741407, -0.344737, 1.834324], [-4.836502, 0.871543, 2.599162], [-5.998099, 1.538520, -0.526916], [-6.382227, 1.920490, 1.168081], [1.056585, -1.060237, 4.555757], [1.295157, -0.188906, 5.575470], [1.890316, -2.049488, 4.325387], [0.031878, -0.886787, 3.772079], [2.692506, -2.090771, 4.997331], [1.835481, -2.856624, 3.683748], [-0.728936, -0.186073, 3.965147], [-0.110071, -1.551377, 2.991682], [-0.125334, -3.138811, -3.428449], [-0.349805, -2.064562, -2.655074], [-0.990663, -3.623066, -4.270561], [0.986093, -3.854389, -3.293513], [-1.920186, -3.136982, -4.310612], [-0.918047, -4.504940, -4.786552], [1.783366, -3.480060, -2.739744], [1.207237, -4.588145, -3.947732], [1.239795, -2.622122, 1.033798], [1.745785, -3.541518, 1.956346], [1.456469, -1.388680, 1.098417], [0.392430, -2.962746, 0.076500], [2.038706, -1.059814, 1.870055], [1.071964, -0.688010, 0.403628], [0.378040, -3.987700, -0.159521], [-0.023539, -2.394490, -0.646814], [-2.570314, -2.691582, 2.245137], [-2.497989, -1.296887, 2.032690], [-3.417926, -3.306521, 3.022286], [-1.835340, -3.491461, 1.590614], [-4.064217, -2.845957, 3.652078], [-3.460606, -4.306146, 3.037247], [-1.119445, -3.166737, 0.924056], [-2.034762, -4.454643, 1.722176], [-2.854689, 3.033731, -1.483623], [-3.248094, 4.435913, -1.263246], [-3.505341, 2.611397, -2.181395], [-2.994303, 2.556170, -0.509423], [-1.849821, 2.974496, -1.885817], [-4.042293, 4.420322, -0.693922], [3.166469, 0.654265, 2.843118], [3.565683, -0.660724, 2.774668], [3.249972, 0.962130, 3.867865], [2.117780, 0.801099, 2.716955], [3.770425, 1.336644, 2.174555], [3.053156, -1.217667, 3.351976], [-0.838578, 1.049988, -4.236220], [-2.218561, 0.792481, -4.134339], [-0.428474, 1.404834, -5.161009], [-0.302827, 0.146328, -3.937821], [-0.594792, 1.871598, -3.519580], [-2.309953, 0.075490, -3.492810], [4.315561, 0.016451, -0.466223], [5.480582, -0.124675, -1.225694], [3.454376, -0.165686, -1.165822], [4.180826, 1.021740, -0.026907], [4.251494, -0.687099, 0.364525], [6.145994, -0.433908, -0.604211]],
  "forces_ev_per_a": [[-0.7, -0.2, -0.4], [1.3, 1.9, -1.2], [0.3, -0.1, -0.2], [0.0, 0.1, 0.3], [-0.6, -0.5, -0.4], [0.9, -0.5, 0.2], [0.2, 0.1, 1.0], [-0.1, -1.1, 0.9], [-0.2, 0.4, 0.0], [1.4, -1.0, 0.6], [0.7, 1.6, -1.0], [0.8, 0.6, 1.2], [-1.0, -0.6, 0.5], [-0.3, 1.0, 0.6], [-1.1, 0.7, -1.1], [-1.0, -0.8, -0.5], [0.4, -0.5, -0.4], [-0.1, -0.9, 0.5], [2.6, -1.3, -1.2], [-1.6, 0.3, -0.1], [-0.4, 0.3, -0.8], [-2.0, -0.6, 1.0], [0.5, 0.8, -0.5], [-0.8, 0.2, -0.4], [1.3, 0.3, 0.5], [-0.4, -0.1, 0.8], [0.2, 0.2, 0.6], [0.7, -0.7, 0.3], [0.7, 0.7, -1.4], [-0.9, -1.6, 0.2], [-0.5, 0.3, 0.3], [-1.1, 0.0, -0.8], [0.5, -0.2, 1.0], [0.1, -0.2, 0.4], [-0.1, 0.5, -0.3], [0.4, 1.1, 0.2], [-0.2, 1.2, 0.9], [0.0, 1.3, 0.7], [-0.1, -1.0, -1.1], [-0.6, -0.6, 0.1], [-0.1, 0.0, 0.0], [0.4, -0.4, 0.0], [0.3, 0.1, -0.3], [0.0, -0.3, -0.7], [0.3, -0.4, 0.3], [3.0, -0.6, 0.3], [-0.4, 1.1, 0.8], [0.7, -0.1, 0.6], [-1.5, -1.1, -0.5], [-1.0, 1.1, -0.5], [-0.3, 0.6, 0.2], [-0.9, -0.4, -0.7], [1.0, -0.7, -0.1], [-0.3, 0.8, 0.0], [-0.4, 1.3, 0.5], [1.0, 0.3, 2.4], [1.3, -1.0, -0.1], [-0.1, -0.7, 0.0], [-0.6, -0.3, -1.3], [0.1, -0.4, -0.3], [0.3, 0.5, -0.2], [0.2, -0.6, -0.9], [-1.7, 0.9, -0.3], [4.1, -3.7, -5.0], [-3.2, 2.6, 3.3], [1.9, -1.6, 5.5], [-5.9, 4.1, -3.3], [0.3, 0.0, 0.8], [0.3, -0.7, -1.2], [-0.1, 0.6, 0.9], [2.0, -1.3, -1.3], [0.7, 4.8, 5.7], [-0.8, -3.6, -4.0], [3.0, -2.1, 1.4], [-2.9, 0.1, -2.0], [-1.4, 0.1, -0.7], [-0.6, 0.6, -0.3], [1.5, -1.3, -0.2], [-0.2, 0.9, 0.8], [0.9, 3.4, 4.0], [0.5, -3.4, -2.8], [-4.2, 0.3, -2.0], [1.7, -0.3, 0.4], [1.5, -0.8, 0.0], [0.2, 0.8, 0.6], [-1.2, 0.2, -0.3], [-0.2, 0.1, 0.0], [1.4, -6.2, 4.2], [-2.3, 3.5, -4.2], [1.1, 5.3, 0.5], [-1.3, -4.5, -1.5], [0.2, 0.0, -0.7], [0.7, -1.0, 0.7], [0.2, 1.6, 0.3], [0.5, 0.5, -0.5], [-0.6, 8.0, -1.0], [0.2, -6.5, 1.6], [-2.6, 0.1, 2.5], [2.5, -1.2, -2.0], [0.4, 0.2, -0.4], [0.0, -0.1, 0.1], [-0.4, -0.3, 0.5], [0.5, -0.8, -0.3], [-0.5, 1.9, 1.7], [0.1, -0.7, -0.1], [-1.0, -0.9, -1.2], [0.5, -0.5, -0.3], [0.2, 0.3, 0.3], [0.7, -0.1, -0.4], [0.8, 1.8, 0.9], [1.5, -0.9, -1.9], [0.5, 0.8, 0.5], [-1.1, 0.1, -1.0], [-0.7, -1.0, 0.7], [-0.2, -0.1, 0.7], [0.7, 0.4, 2.2], [-0.4, -0.2, -0.6], [-0.6, -0.1, -1.1], [0.3, 0.1, -0.1], [0.2, -0.5, -0.2], [-0.1, 0.2, -0.2], [-1.9, 0.3, -0.3], [0.7, -0.2, 0.1], [0.7, 0.3, 0.8], [0.2, -0.3, -0.3], [0.0, -0.2, 0.0], [0.3, 0.1, -0.3]],
  "e_above_lowest_kj_mol": 0.0,
  "lumo_ev": -0.102,
  "gap_ha": 0.3409,
  "homo_energy_ev": -9.379,
  "e_tot_ha": -2674.3853
}